w | Entry from the Open Molecules 2025 dataset: a cluster of 2 separate species, C5H6O2 in total (ωB97M-V with the def2-TZVPD basis set).

Output
gap between HOMO and LUMO = 10.15 eV
structure (SMILES) = C=C=CC.O=C=O
molar mass = 98.10 g/mol

Geometry (Å):
C -1.540 -1.239 -0.003
C -0.843 -0.150 0.768
O 2.114 -1.422 0.389
C 2.514 -0.585 -0.315
O 2.938 0.235 -1.026
C -0.344 0.937 0.243
C 0.185 2.009 -0.286
H -1.563 -1.012 -1.071
H -2.574 -1.363 0.341
H -1.032 -2.198 0.139
H -0.744 -0.292 1.843
H 1.219 2.028 -0.606
H -0.387 2.919 -0.426

Here are the Löwdin charges for atoms 1 to 8, given in e: number 1, C, carries -0.102; number 2, C, carries -0.181; number 3, O, carries 0.197; number 4, C, carries -0.404; number 5, O, carries 0.191; number 6, C, carries -0.130; number 7, C, carries 0.007; number 8, H, carries 0.076

=====

x | Entry from the Open Molecules 2025 dataset: the molecule C5H6O2 (ωB97M-V with the def2-TZVPD basis set).

Output
gap between HOMO and LUMO = 10.61 eV
molar mass = 98.10 g/mol

Geometry (Å):
C 0.477 -1.238 -0.046
C 1.714 -1.097 -0.365
C -0.899 -1.109 0.352
C -1.002 0.336 -0.244
C 0.611 0.447 -0.328
O 1.007 1.247 -1.314
O 1.025 1.023 0.879
H -1.680 -1.778 0.022
H -1.198 -1.058 1.488
H -1.533 0.390 -1.187
H -1.315 1.140 0.412
H 2.080 1.261 -1.327
H 0.711 0.435 1.657

Here are the Löwdin charges for atoms 1 to 8, given in e: number 1, C, carries -0.206; number 2, C, carries 0.187; number 3, C, carries -0.156; number 4, C, carries -0.036; number 5, C, carries -0.653; number 6, O, carries 0.038; number 7, O, carries -0.014; number 8, H, carries 0.102

=====

y | Entry from the Open Molecules 2025 dataset: the molecule C5H6O2 (ωB97M-V with the def2-TZVPD basis set).

Output
gap between HOMO and LUMO = 9.80 eV
structure (SMILES) = C[C@@]1(C=O)CC1=O
molar mass = 98.10 g/mol

Geometry (Å):
C -0.918 1.124 0.000
C -0.495 -1.452 -0.503
C -0.591 0.502 1.265
C -0.017 -0.058 -0.266
C 1.377 0.365 -0.530
O -1.794 1.677 -0.615
O -1.501 -1.897 0.013
H 0.016 -2.218 -1.187
H 0.216 0.634 1.915
H -1.428 -0.076 1.703
H 1.387 0.912 -1.581
H 1.963 -0.533 -0.380
H 1.786 1.018 0.167

Here are the Löwdin charges for atoms 1 to 8, given in e: number 1, C, carries -0.357; number 2, C, carries -0.202; number 3, C, carries 0.084; number 4, C, carries -0.292; number 5, C, carries -0.050; number 6, O, carries 0.141; number 7, O, carries 0.035; number 8, H, carries 0.147

=====

z | Entry from the Open Molecules 2025 dataset: the molecule C5H6O2 (ωB97M-V with the def2-TZVPD basis set).

Output
gap between HOMO and LUMO = 10.79 eV
molar mass = 98.10 g/mol

Geometry (Å):
C 1.737 -0.149 -0.340
C 0.299 0.164 -0.123
O -0.285 1.337 -0.722
C -1.436 0.694 -0.125
C -0.937 -0.762 -0.324
O -0.983 -1.142 1.080
C -0.611 0.239 1.132
H 2.384 0.607 0.111
H 1.928 -0.184 -1.419
H 1.955 -1.130 0.095
H -2.405 1.135 -0.390
H -1.221 -1.549 -1.020
H -0.434 0.740 2.081

Here are the Löwdin charges for atoms 1 to 8, given in e: number 1, C, carries 0.017; number 2, C, carries -0.379; number 3, O, carries -0.013; number 4, C, carries -0.106; number 5, C, carries -0.111; number 6, O, carries -0.025; number 7, C, carries -0.120; number 8, H, carries 0.088

=====

Energies relative to the most stable structure are w 0.0000; x 0.1703; y 0.0808; z 0.1355, reported in hartree.